No. 1
Entry from OMol25: a structure of composition C38H37N3O3PSiTc at a distorted geometry (ωB97M-V/def2-TZVPD).

```
84
Properties=species:S:1:pos:R:3:mulliken_charge:R:1
Tc -0.755 0.217 -0.301 -0.58
O -3.201 2.851 -1.521 -0.74
C -2.476 2.017 -0.986 -0.42
N -1.522 1.286 -1.499 1.04
C -0.999 1.164 -2.691 -0.23
O -1.284 1.744 -3.736 -0.65
C 0.135 0.107 -2.671 1.08
C 0.790 -0.136 -3.874 -0.21
C 1.816 -1.078 -3.902 -1.70
C 2.162 -1.750 -2.733 -0.93
C 1.468 -1.459 -1.568 1.30
N 0.472 -0.559 -1.494 0.01
C -2.632 1.705 0.526 0.28
C -3.615 2.407 1.215 -1.24
C -3.790 2.159 2.575 -1.84
C -2.982 1.220 3.210 0.28
C -2.021 0.556 2.463 -0.27
N -1.816 0.762 1.150 -0.68
H 0.498 0.403 -4.768 0.62
H 2.338 -1.282 -4.831 0.46
H 2.957 -2.487 -2.728 0.56
H 1.702 -1.957 -0.633 -0.51
H -4.229 3.133 0.692 0.73
H -4.552 2.697 3.129 0.73
H -3.098 1.009 4.266 0.50
H -1.368 -0.184 2.913 0.48
C -3.375 -1.770 -1.280 -1.55
Si -1.673 -1.373 -1.891 0.72
C -1.693 -0.499 -3.523 -0.87
C -0.584 -2.896 -1.937 1.07
C 0.561 -2.982 -1.127 0.69
C 1.374 -4.118 -1.161 -0.73
C 1.056 -5.181 -2.002 -0.74
C -0.075 -5.111 -2.811 -0.91
C -0.891 -3.978 -2.780 -0.82
H -3.891 -2.454 -1.962 0.57
H -3.982 -0.864 -1.194 0.47
H -3.341 -2.243 -0.294 0.43
H -2.135 -1.127 -4.303 0.52
H -0.681 -0.233 -3.841 -0.72
H -2.278 0.424 -3.466 0.54
H 0.838 -2.169 -0.459 0.30
H 2.257 -4.171 -0.529 0.46
H 1.690 -6.064 -2.027 0.43
H -0.325 -5.940 -3.468 0.42
H -1.768 -3.953 -3.425 0.41
O -1.461 -1.006 0.922 -1.04
H -1.038 -1.869 0.682 0.71
H -2.408 -1.109 0.650 0.17
C 4.501 -0.321 4.248 -0.58
C 3.797 0.880 4.238 -0.84
C 2.741 1.067 3.342 -0.07
C 2.369 0.056 2.443 0.41
C 3.093 -1.148 2.467 -0.26
C 4.150 -1.335 3.362 -0.84
P 1.010 0.217 1.229 1.12
C 1.787 1.361 0.039 0.78
C 2.143 0.853 -1.223 0.71
C 2.762 1.663 -2.178 -0.63
C 3.036 2.997 -1.889 -0.97
C 2.692 3.519 -0.645 -0.94
C 2.075 2.707 0.311 0.03
C -0.266 1.189 2.094 0.87
C -1.024 2.169 1.433 -1.01
C -2.029 2.879 2.099 -0.62
C -2.314 2.603 3.433 -0.39
C -1.603 1.609 4.097 -1.20
C -0.598 0.902 3.430 -0.88
H 5.324 -0.464 4.943 0.41
H 4.070 1.676 4.926 0.43
H 2.213 2.017 3.361 0.32
H 2.842 -1.956 1.783 0.34
H 4.699 -2.273 3.364 0.44
H 1.947 -0.188 -1.473 -0.27
H 3.034 1.249 -3.146 0.50
H 3.520 3.627 -2.630 0.42
H 2.907 4.559 -0.414 0.44
H 1.823 3.145 1.273 0.28
H -0.849 2.391 0.383 0.77
H -2.595 3.640 1.568 0.99
H -3.098 3.150 3.949 0.64
H -1.833 1.372 5.133 0.70
H -0.077 0.114 3.973 0.72
H -2.423 0.217 -0.301 0.54
```

Results
Total charge: +1
Kohn-Sham gap (alpha / beta), eV: 4.89 / 5.22
⟨S²⟩: 0.76
DFT total energy, Ha: -2569.9664
Multiplicity: 2
Maximum force, eV/Å: 13.7

***

No. 2
Entry from OMol25: a structure of composition C38H38AlFN5O7S2 at a distorted geometry (ωB97M-V/def2-TZVPD).

```
92
Properties=species:S:1:pos:R:3:mulliken_charge:R:1
Al 6.190 15.606 12.986 -1.02
F 11.627 14.788 16.887 -0.36
C 11.407 15.786 15.980 0.37
C 10.161 15.790 15.411 -0.78
C 9.779 16.926 14.646 0.46
C 8.479 16.939 14.015 1.44
O 7.661 15.930 14.046 -0.21
C 8.130 18.163 13.427 0.78
C 8.874 19.321 13.612 -0.87
N 10.225 19.254 13.883 0.39
C 11.015 20.399 13.847 -0.33
C 12.129 20.336 12.816 -0.50
C 10.965 21.206 12.665 -0.80
C 10.656 18.052 14.557 -0.41
C 11.909 17.954 15.155 -0.67
C 12.356 16.763 15.759 -1.26
N 13.717 16.654 16.018 0.56
C 14.390 15.415 15.584 -0.54
C 15.856 15.700 15.402 -0.78
N 16.428 16.359 16.629 -0.17
C 15.717 17.653 16.931 -0.75
C 14.265 17.394 17.155 -0.44
C 6.783 18.400 12.768 0.07
O 6.482 19.482 12.273 -0.75
O 5.994 17.361 12.715 0.03
H 9.504 14.974 15.629 0.87
H 8.476 20.292 13.289 0.68
H 11.444 20.875 14.790 0.36
H 12.129 19.376 12.296 0.28
H 13.037 20.887 13.099 0.30
H 10.244 20.871 11.894 0.38
H 11.243 22.229 12.956 0.25
H 12.588 18.818 15.173 0.47
H 14.007 15.130 14.586 0.37
H 14.103 14.601 16.268 0.42
H 16.017 16.447 14.557 0.32
H 16.471 14.823 15.260 0.42
H 17.439 16.584 16.531 0.37
H 16.407 15.712 17.427 0.40
H 15.838 18.359 16.116 0.39
H 16.251 18.086 17.800 0.38
H 13.799 18.392 17.284 0.36
H 14.032 16.778 18.101 0.23
O 2.572 14.316 12.616 -0.86
C 3.175 15.225 13.216 0.67
O 4.418 15.530 13.037 -0.04
C 2.395 16.006 14.265 -0.18
C 1.014 16.185 14.085 -0.38
C 0.162 16.751 15.013 -0.71
C 0.724 17.229 16.174 -0.29
C 2.079 17.129 16.403 -0.68
C 2.962 16.485 15.529 0.63
S 4.603 16.231 15.903 -0.56
H 0.604 15.786 13.164 0.33
H -0.932 16.751 14.882 0.33
H 0.111 17.781 16.857 0.36
H 2.508 17.528 17.323 0.34
C 7.388 11.811 14.915 -0.92
N 6.301 11.550 13.983 -0.30
C 5.735 12.668 13.453 0.50
N 4.572 12.507 12.773 -0.20
O 6.311 13.775 13.618 -0.11
H 7.474 10.973 15.603 0.45
H 7.215 12.718 15.501 0.25
H 8.337 11.887 14.421 0.21
H 5.688 10.755 14.221 0.31
H 4.056 11.645 12.868 0.23
H 3.904 13.259 12.520 0.17
O 6.727 15.260 11.285 0.41
S 7.784 14.169 10.766 -0.04
C 8.860 15.129 9.731 0.49
C 10.138 14.678 9.499 -0.20
C 11.010 15.424 8.735 -0.72
C 10.589 16.599 8.205 -0.50
C 9.304 17.112 8.468 -0.93
C 8.420 16.351 9.227 -0.18
C 6.922 13.270 9.489 0.85
C 5.593 13.592 9.279 -0.32
C 4.910 13.001 8.248 -0.75
C 5.581 12.042 7.464 -0.38
C 6.878 11.643 7.695 -0.77
C 7.576 12.315 8.698 -0.36
H 10.425 13.702 9.890 0.42
H 12.006 15.094 8.541 0.48
H 11.255 17.151 7.556 0.43
H 8.908 17.970 7.970 0.52
H 7.367 16.642 9.464 0.39
H 5.151 14.413 9.829 0.49
H 3.883 13.310 8.038 0.46
H 5.078 11.589 6.619 0.36
H 7.396 10.952 7.051 0.42
H 8.635 12.095 9.029 0.18
```

Results
Total charge: +1
Kohn-Sham gap, eV: 2.45
DFT total energy, Ha: -3409.8583
Maximum force, eV/Å: 4.1

***

No. 3
Entry from OMol25: a structure of composition C38H38BIrN8O at a distorted geometry (ωB97M-V/def2-TZVPD).

```
87
Properties=species:S:1:pos:R:3:mulliken_charge:R:1
Ir -0.373 0.254 0.212 1.63
C 0.568 4.940 2.903 -1.44
C -0.241 3.856 2.292 0.97
C -1.602 3.801 2.002 -1.61
C -1.814 2.532 1.462 0.21
N -0.628 1.906 1.384 0.17
N 0.313 2.696 1.895 0.36
B 1.649 1.922 1.918 -1.11
N 2.099 1.733 0.451 0.54
N 1.526 0.806 -0.371 0.36
C 2.178 0.898 -1.579 0.73
C 3.158 1.885 -1.456 -1.34
C 3.091 2.370 -0.172 0.35
C 3.920 3.413 0.486 -1.39
C 2.081 0.120 -2.847 0.33
C 2.798 0.599 -3.967 -0.99
C 2.769 -0.058 -5.179 -0.80
C 2.033 -1.228 -5.329 -0.85
C 1.338 -1.721 -4.243 -0.45
C 1.363 -1.057 -3.025 1.37
N 1.398 0.476 2.493 0.18
N 0.588 -0.485 1.912 0.30
C 0.757 -1.619 2.631 0.23
C 1.669 -1.379 3.656 -1.30
C 2.054 -0.056 3.539 0.42
C 3.001 0.710 4.392 -1.54
C 0.055 -2.895 2.423 1.14
C -0.992 -3.039 1.469 2.11
C -1.703 -4.277 1.436 -0.60
C -1.300 -5.364 2.163 -0.78
C -0.168 -5.227 2.978 -0.87
C 0.502 -4.024 3.110 -1.48
C -2.957 1.718 1.062 0.62
C -4.199 2.226 0.687 -0.90
C -5.228 1.360 0.351 -0.81
C -5.050 -0.020 0.398 -0.68
C -3.829 -0.546 0.787 -0.69
C -2.796 0.323 1.118 -0.10
H -0.087 5.710 3.303 0.41
H 1.221 5.405 2.163 0.23
H 1.188 4.564 3.714 0.28
H -2.335 4.552 2.229 0.55
H 2.464 2.463 2.577 -0.09
H 3.881 2.187 -2.181 0.54
H 4.745 3.689 -0.166 0.41
H 4.330 3.063 1.430 0.28
H 3.330 4.308 0.686 0.19
H 3.378 1.501 -3.917 0.29
H 3.329 0.344 -6.011 0.45
H 2.018 -1.747 -6.277 0.44
H 0.777 -2.642 -4.328 0.45
H 0.831 -1.485 -2.202 -0.37
H 1.998 -2.062 4.415 0.50
H 3.337 0.079 5.211 0.42
H 2.528 1.595 4.814 0.32
H 3.874 1.029 3.825 0.30
H -1.680 -2.203 1.423 -0.70
H -2.549 -4.354 0.762 0.48
H -1.826 -6.305 2.114 0.46
H 0.193 -6.086 3.526 0.44
H 1.364 -3.976 3.757 0.39
H -4.352 3.296 0.643 0.54
H -6.186 1.765 0.056 0.45
H -5.872 -0.679 0.153 0.48
H -3.694 -1.617 0.861 0.44
H -1.906 -0.132 1.611 1.04
C -0.556 2.396 -3.540 -1.34
C -1.102 1.346 -2.631 0.45
O -0.905 1.460 -1.397 -0.53
N -1.797 0.337 -3.134 0.17
C -2.452 -0.623 -2.260 -1.77
C -1.572 -1.766 -1.807 1.49
C -1.646 -2.963 -2.484 -0.93
C -0.771 -4.012 -2.137 -0.89
C -0.004 -3.858 -1.030 -1.28
C -0.084 -2.654 -0.249 0.07
N -0.702 -1.573 -0.773 0.56
H -0.466 3.326 -2.985 0.31
H -1.182 2.542 -4.418 0.50
H 0.440 2.086 -3.865 0.17
H -1.861 0.239 -4.136 0.32
H -3.308 -1.031 -2.797 0.75
H -2.841 -0.047 -1.428 -0.39
H -2.347 -3.078 -3.297 0.55
H -0.730 -4.913 -2.731 0.56
H 0.657 -4.634 -0.672 0.71
H 0.899 -2.392 0.136 0.59
```

Results
Total charge: +2
Kohn-Sham gap (alpha / beta), eV: 6.73 / 6.73
DFT total energy, Ha: -2112.9354
Maximum force, eV/Å: 3.3

***

No. 4
Entry from OMol25: a structure of composition C38H38BrCl82N3O4P at a distorted geometry (ωB97M-V/def2-TZVPD).

```
167
Properties=species:S:1:pos:R:3:mulliken_charge:R:1
C -2.275 -0.568 2.797 -0.11
C -1.501 -1.907 2.378 2.27
C -2.143 -2.457 1.023 0.46
C -1.178 -2.268 -0.240 1.25
C -1.265 -3.629 -1.084 -0.98
C -0.060 -3.801 -2.092 -1.35
P -0.249 -2.877 -3.776 1.67
C 1.573 -3.429 -4.038 -0.51
C 2.046 -3.519 -5.549 -0.74
N 2.826 -2.290 -5.860 -0.22
C -1.030 -4.367 -4.686 -1.28
N -1.981 -5.170 -3.857 0.07
C -3.297 -5.364 -4.534 -0.05
O -1.779 -2.036 -3.357 0.09
N -2.745 -2.175 -4.270 0.30
O -3.836 -1.889 -3.818 -0.29
O -0.405 -2.046 -5.330 -0.86
C -0.018 -0.669 -5.323 -0.11
C -1.068 0.272 -6.025 -0.87
Br -0.212 1.720 -7.133 -0.21
C -2.212 0.830 -5.098 0.74
C -3.579 1.001 -5.905 -1.36
C 0.672 -0.330 -3.933 0.24
C 0.413 1.012 -3.169 -0.74
Cl 1.171 0.799 -1.484 -0.13
C 1.104 2.291 -3.797 0.57
C 1.048 3.445 -2.682 -1.24
Cl 2.907 2.045 -4.115 -0.24
O 0.491 -1.453 -3.036 -0.90
H -2.244 -0.515 3.923 0.21
H -3.351 -0.683 2.479 -0.19
H -1.829 0.341 2.304 0.05
H -1.628 -2.678 3.191 -1.20
H -0.403 -1.741 2.202 -0.92
H -2.369 -3.555 1.201 0.44
H -3.140 -1.990 0.792 -1.12
H -1.527 -1.392 -0.852 -0.70
H -0.106 -2.115 0.094 -0.04
H -2.284 -3.800 -1.530 -0.13
H -1.145 -4.449 -0.303 0.63
H 0.082 -4.914 -2.248 0.50
H 0.903 -3.448 -1.610 0.74
H 1.766 -4.453 -3.581 0.37
H 2.243 -2.727 -3.456 0.25
H 1.237 -3.758 -6.286 0.29
H 2.783 -4.394 -5.603 0.31
H 3.365 -2.375 -6.721 0.10
H 3.535 -2.240 -5.116 0.20
H -1.455 -4.080 -5.697 0.06
H -0.164 -5.066 -4.932 0.37
H -1.610 -6.122 -3.770 0.27
H -3.744 -6.356 -4.214 -0.01
H -3.261 -5.250 -5.652 0.30
H -4.004 -4.582 -4.116 -0.20
H 0.858 -0.633 -6.048 0.01
H -1.593 -0.368 -6.797 0.70
H -1.906 1.890 -4.820 0.30
H -2.326 0.284 -4.138 -0.50
H -3.761 2.102 -6.111 0.34
H -3.542 0.507 -6.915 0.30
H -4.473 0.639 -5.329 0.27
H 1.779 -0.423 -4.171 0.33
H -0.659 1.268 -2.966 0.39
H 0.574 2.722 -4.683 0.20
H 1.947 3.450 -2.019 0.32
H 0.066 3.393 -2.138 0.28
H 1.039 4.414 -3.275 0.36
C -2.538 -3.705 6.648 0.13
Cl -1.188 -3.469 7.790 -0.12
Cl -3.616 -4.971 7.270 -0.12
Cl -3.449 -2.197 6.452 0.06
Cl -1.894 -4.199 5.070 0.00
C -5.037 1.485 -0.052 -0.55
Cl -3.888 0.473 -0.939 0.28
Cl -5.055 1.003 1.657 0.21
Cl -4.540 3.187 -0.168 0.08
Cl -6.660 1.280 -0.738 0.00
C -3.450 -0.455 10.563 0.25
Cl -2.496 -1.453 9.450 0.01
Cl -3.442 -1.193 12.177 -0.11
Cl -2.746 1.171 10.653 -0.10
Cl -5.120 -0.344 9.972 -0.09
C 1.405 -6.250 1.378 0.19
Cl 1.923 -5.977 -0.306 -0.03
Cl 0.446 -7.741 1.459 -0.13
Cl 2.815 -6.408 2.446 -0.11
Cl 0.417 -4.881 1.918 0.19
C 4.861 -0.241 -9.179 0.31
Cl 5.474 -1.728 -8.430 -0.12
Cl 4.874 -0.424 -10.945 -0.12
Cl 3.205 0.073 -8.629 0.00
Cl 5.904 1.120 -8.721 -0.11
C -1.717 6.759 0.798 -0.04
Cl -2.734 5.331 0.541 0.22
Cl -1.112 7.350 -0.762 -0.12
Cl -2.663 8.038 1.587 -0.09
Cl -0.349 6.301 1.829 -0.02
C -1.956 3.644 4.268 0.02
Cl -0.635 3.953 5.406 -0.05
Cl -2.997 2.353 4.902 -0.01
Cl -2.916 5.120 4.048 -0.06
Cl -1.257 3.131 2.722 0.09
C 1.848 -2.393 3.975 -0.24
Cl 0.546 -2.609 5.162 0.14
Cl 2.445 -3.982 3.454 0.02
Cl 1.224 -1.507 2.572 0.11
Cl 3.175 -1.471 4.714 -0.03
C -7.996 5.269 -0.254 0.24
Cl -6.741 6.495 0.011 -0.06
Cl -7.847 4.616 -1.897 -0.08
Cl -7.798 3.959 0.923 -0.02
Cl -9.598 6.009 -0.055 -0.11
C -6.895 -2.562 -1.472 0.16
Cl -5.641 -2.005 -0.356 0.08
Cl -7.854 -3.829 -0.676 -0.13
Cl -7.953 -1.197 -1.892 -0.14
Cl -6.162 -3.244 -2.939 -0.13
C 6.276 -5.084 0.385 0.18
Cl 7.252 -6.398 -0.306 -0.11
Cl 6.473 -5.068 2.151 -0.12
Cl 6.818 -3.532 -0.282 -0.09
Cl 4.567 -5.339 -0.015 0.11
C 10.306 -1.393 1.544 0.24
Cl 9.979 0.098 2.449 -0.10
Cl 11.900 -2.026 1.998 -0.06
Cl 9.064 -2.600 1.920 0.01
Cl 10.281 -1.045 -0.196 -0.09
C 3.212 2.538 5.568 0.18
Cl 2.797 3.559 6.961 -0.14
Cl 4.753 1.714 5.876 -0.11
Cl 1.934 1.341 5.316 0.12
Cl 3.363 3.552 4.120 -0.02
C -7.450 -0.972 4.218 0.11
Cl -6.189 0.253 4.463 0.01
Cl -7.330 -1.630 2.578 -0.02
Cl -7.238 -2.280 5.398 -0.09
Cl -9.046 -0.227 4.441 -0.11
C -4.316 -9.855 -4.321 0.34
Cl -2.899 -9.159 -3.514 -0.06
Cl -5.269 -10.783 -3.146 -0.11
Cl -5.313 -8.553 -4.995 -0.09
Cl -3.782 -10.930 -5.629 -0.11
C -2.658 12.371 0.887 0.31
Cl -4.002 12.180 2.030 -0.11
Cl -1.971 10.780 0.514 0.00
Cl -3.253 13.126 -0.604 -0.10
Cl -1.407 13.402 1.612 -0.09
C 6.067 6.487 7.941 0.20
Cl 5.656 7.526 9.322 -0.11
Cl 7.616 5.676 8.252 -0.11
Cl 4.793 5.275 7.709 0.04
Cl 6.199 7.474 6.474 0.01
C 5.409 8.745 2.875 0.20
Cl 5.228 9.326 1.209 -0.11
Cl 4.514 7.226 3.072 0.02
Cl 7.127 8.465 3.220 -0.09
Cl 4.763 9.956 3.998 -0.03
C 1.156 10.964 6.397 0.25
Cl -0.132 10.710 7.590 -0.10
Cl 1.847 9.400 5.929 0.02
Cl 0.484 11.765 4.963 -0.05
Cl 2.426 11.983 7.104 -0.11
C 13.049 -4.555 -0.746 0.28
Cl 13.635 -5.764 -1.905 -0.11
Cl 13.646 -2.950 -1.213 -0.07
Cl 11.276 -4.550 -0.742 -0.01
Cl 13.642 -4.958 0.878 -0.09
```

Results
Total charge: -1
Kohn-Sham gap, eV: 6.61
DFT total energy, Ha: -42586.6155
Maximum force, eV/Å: 4.1